{"formula": "C4H6IN3OS", "method": "ωB97M-V/def2-TZVPD", "largest_force_ev_per_a": 3.10, "e_homo_ev": [-9.27, -8.93], "de_lowest_ev": 2.237, "multiplicity": 1, "e_lumo_ha": [-0.07961, -0.05159], "orbital_gap_ha": [0.261, 0.277], "elements": ["C", "C", "C", "C", "N", "N", "N", "O", "S", "I", "H", "H", "H", "H", "H", "H"], "xyz": [[0.134, -2.764, 1.040], [0.347, 0.339, -1.242], [-0.897, 1.056, -0.969], [1.229, 0.455, -0.007], [-0.053, -3.753, 0.517], [0.366, -1.700, 1.725], [-1.743, 0.329, -0.131], [0.743, 0.569, 2.542], [0.303, -0.205, 1.433], [-3.086, 1.074, 1.031], [0.235, -0.735, -1.514], [0.877, 0.709, -2.059], [-0.499, 1.961, -0.605], [-1.629, 1.217, -1.779], [2.191, -0.020, -0.244], [1.480, 1.469, 0.264]], "atomic_forces_ev_per_a": [[-0.05, 1.21, 0.21], [0.65, -2.76, 0.50], [-1.76, 0.75, -1.02], [0.63, -0.98, -0.95], [-0.44, -2.47, -1.42], [0.70, 1.00, 0.96], [1.15, -2.61, 1.20], [0.19, 1.18, 1.50], [-0.30, -0.39, -1.59], [-1.02, 1.05, 0.76], [-0.32, 0.50, 0.41], [0.82, 1.14, -1.41], [-0.50, 2.00, 0.59], [0.86, 0.38, -0.70], [-0.31, -0.41, 0.75], [-0.31, 0.42, 0.22]]}

{"formula": "C66H168N12O21", "method": "ωB97M-V/def2-TZVPD", "largest_force_ev_per_a": 3.53, "e_homo_ev": -8.05, "de_lowest_ev": 0.000, "multiplicity": 1, "e_lumo_ha": 0.02079, "orbital_gap_ha": 0.316, "elements": ["C", "O", "C", "C", "C", "N", "H", "H", "H", "H", "H", "H", "H", "H", "H", "H", "H", "C", "O", "C", "C", "C", "N", "H", "H", "H", "H", "H", "H", "H", "H", "H", "H", "H", "C", "O", "C", "C", "C", "N", "H", "H", "H", "H", "H", "H", "H", "H", "H", "H", "H", "C", "O", "C", "C", "N", "C", "C", "O", "C", "H", "H", "H", "H", "H", "H", "H", "H", "H", "H", "H", "H", "H", "H", "H", "C", "O", "C", "C", "N", "C", "C", "O", "C", "H", "H", "H", "H", "H", "H", "H", "H", "H", "H", "H", "H", "H", "H", "H", "C", "O", "C", "C", "N", "C", "C", "O", "C", "H", "H", "H", "H", "H", "H", "H", "H", "H", "H", "H", "H", "H", "H", "H", "C", "O", "C", "C", "N", "C", "C", "O", "C", "H", "H", "H", "H", "H", "H", "H", "H", "H", "H", "H", "H", "H", "H", "H", "C", "O", "C", "C", "N", "C", "C", "O", "C", "H", "H", "H", "H", "H", "H", "H", "H", "H", "H", "H", "H", "H", "H", "H", "C", "O", "C", "C", "N", "C", "C", "O", "C", "H", "H", "H", "H", "H", "H", "H", "H", "H", "H", "H", "H", "H", "H", "H", "C", "O", "C", "C", "N", "C", "C", "O", "C", "H", "H", "H", "H", "H", "H", "H", "H", "H", "H", "H", "H", "H", "H", "H", "C", "O", "C", "C", "N", "C", "C", "O", "C", "H", "H", "H", "H", "H", "H", "H", "H", "H", "H", "H", "H", "H", "H", "H", "C", "O", "C", "C", "N", "C", "C", "O", "C", "H", "H", "H", "H", "H", "H", "H", "H", "H", "H", "H", "H", "H", "H", "H"], "xyz": [[-3.775, -2.536, -5.842], [-2.471, -1.920, -5.796], [-2.362, -0.605, -6.404], [-0.926, -0.111, -6.471], [-0.811, 1.230, -7.179], [-0.039, -1.083, -7.236], [-3.650, -3.430, -5.247], [-4.068, -2.822, -6.853], [-4.570, -1.915, -5.459], [-2.856, -0.578, -7.395], [-2.868, 0.105, -5.733], [-0.503, -0.185, -5.491], [-1.235, 1.263, -8.161], [0.248, 1.413, -7.337], [-1.264, 1.945, -6.508], [-0.264, -2.022, -6.857], [-0.249, -1.138, -8.238], [-5.838, -3.892, -2.083], [-6.990, -3.060, -2.127], [-7.252, -2.457, -3.370], [-8.644, -1.827, -3.389], [-9.818, -2.801, -3.308], [-8.763, -1.028, -4.600], [-6.022, -4.862, -2.563], [-5.524, -4.019, -1.056], [-5.038, -3.497, -2.692], [-6.565, -1.625, -3.556], [-7.279, -3.176, -4.137], [-8.794, -1.331, -2.440], [-10.690, -2.261, -2.979], [-9.701, -3.556, -2.540], [-9.926, -3.306, -4.287], [-9.697, -0.610, -4.587], [-8.095, -0.270, -4.576], [5.325, -3.860, -6.817], [4.998, -2.638, -6.187], [4.240, -1.720, -6.966], [3.861, -0.467, -6.092], [3.293, -0.798, -4.691], [2.874, 0.404, -6.755], [4.402, -4.203, -7.288], [5.687, -4.546, -6.061], [6.074, -3.773, -7.610], [4.851, -1.328, -7.810], [3.359, -2.220, -7.363], [4.779, 0.101, -5.948], [4.016, -1.271, -4.024], [2.426, -1.449, -4.868], [3.009, 0.138, -4.197], [2.022, -0.130, -6.697], [3.064, 0.461, -7.733], [-4.723, 6.608, 5.090], [-3.442, 6.134, 5.393], [-3.032, 5.028, 4.576], [-1.703, 4.427, 5.170], [-0.632, 5.403, 5.418], [-0.062, 6.017, 4.206], [1.037, 5.168, 3.652], [1.398, 5.791, 2.401], [2.637, 5.237, 1.917], [-5.426, 5.785, 5.130], [-4.664, 7.063, 4.106], [-4.886, 7.350, 5.867], [-2.963, 5.223, 3.484], [-3.757, 4.244, 4.736], [-1.288, 3.698, 4.463], [-1.951, 4.018, 6.132], [-0.941, 6.050, 6.127], [0.326, 6.987, 4.489], [-0.856, 6.259, 3.473], [0.775, 4.170, 3.362], [1.820, 5.112, 4.405], [2.586, 4.160, 1.790], [3.464, 5.362, 2.629], [2.809, 5.826, 1.002], [1.882, 2.649, 7.096], [0.914, 1.667, 6.741], [0.648, 1.722, 5.349], [-0.368, 0.637, 4.995], [0.058, -0.708, 5.283], [-0.826, -1.708, 4.884], [-0.228, -3.080, 5.173], [0.118, -3.109, 6.531], [0.261, -4.395, 7.100], [1.820, 2.767, 8.167], [1.647, 3.636, 6.691], [2.909, 2.406, 6.790], [1.622, 1.615, 4.834], [0.192, 2.681, 5.068], [-0.656, 0.686, 3.927], [-1.245, 0.908, 5.610], [0.469, -0.833, 6.207], [-1.043, -1.704, 3.801], [-1.752, -1.593, 5.448], [0.647, -3.376, 4.588], [-1.050, -3.823, 5.007], [-0.665, -4.977, 6.971], [0.371, -4.320, 8.194], [1.124, -4.980, 6.739], [-5.859, -0.007, -0.953], [-5.843, 1.164, -0.111], [-7.105, 1.791, -0.123], [-7.138, 3.009, 0.746], [-6.163, 4.038, 0.308], [-5.881, 5.003, 1.364], [-4.840, 6.004, 1.001], [-3.571, 5.368, 1.056], [-2.575, 6.254, 0.646], [-5.747, 0.270, -2.016], [-6.778, -0.523, -0.742], [-5.043, -0.655, -0.632], [-7.865, 1.067, 0.145], [-7.252, 2.110, -1.157], [-7.022, 2.684, 1.790], [-8.139, 3.451, 0.617], [-5.309, 3.569, -0.006], [-5.524, 4.523, 2.297], [-6.820, 5.530, 1.586], [-4.909, 6.835, 1.678], [-4.985, 6.473, 0.037], [-2.447, 7.118, 1.295], [-2.758, 6.585, -0.424], [-1.640, 5.687, 0.734], [-4.041, -1.123, 2.706], [-3.993, -1.926, 1.514], [-2.742, -2.557, 1.367], [-2.799, -3.753, 0.478], [-1.507, -4.410, 0.405], [-1.578, -5.699, -0.228], [-0.232, -6.260, -0.612], [0.330, -5.382, -1.576], [1.244, -6.038, -2.453], [-5.049, -0.684, 2.651], [-3.197, -0.424, 2.656], [-3.979, -1.730, 3.631], [-2.385, -2.982, 2.315], [-1.912, -1.847, 1.104], [-3.184, -3.431, -0.492], [-3.527, -4.512, 0.795], [-0.872, -3.793, -0.122], [-2.266, -5.664, -1.116], [-2.219, -6.370, 0.365], [-0.416, -7.251, -1.039], [0.401, -6.286, 0.255], [1.597, -5.210, -3.081], [0.672, -6.717, -3.074], [2.099, -6.503, -1.908], [-5.150, 4.589, -3.050], [-3.934, 3.896, -2.814], [-3.982, 2.515, -2.971], [-2.648, 1.887, -2.799], [-1.686, 2.350, -3.809], [-0.266, 1.987, -3.606], [0.341, 2.835, -2.511], [0.171, 4.198, -2.849], [0.494, 5.084, -1.851], [-5.356, 4.568, -4.121], [-5.076, 5.639, -2.692], [-5.965, 4.100, -2.479], [-4.417, 2.243, -3.976], [-4.637, 2.066, -2.214], [-2.788, 0.788, -2.911], [-2.208, 2.058, -1.812], [-1.791, 3.308, -4.119], [0.230, 2.029, -4.589], [-0.231, 0.915, -3.345], [1.393, 2.596, -2.379], [-0.220, 2.602, -1.585], [-0.276, 5.096, -1.066], [0.553, 6.088, -2.273], [1.412, 4.776, -1.375], [-1.183, -2.247, -2.885], [-0.518, -1.966, -1.653], [0.879, -1.780, -1.639], [1.221, -1.182, -0.298], [0.831, 0.228, -0.190], [1.083, 0.788, 1.139], [0.177, 1.915, 1.532], [-1.180, 1.442, 1.500], [-2.195, 2.507, 1.400], [-2.259, -2.356, -2.600], [-0.837, -3.232, -3.243], [-1.028, -1.514, -3.658], [1.108, -1.035, -2.399], [1.324, -2.768, -1.815], [2.295, -1.293, -0.221], [0.686, -1.762, 0.442], [-0.130, 0.454, -0.371], [2.126, 1.066, 1.349], [0.889, 0.036, 1.942], [0.316, 2.732, 0.805], [0.472, 2.233, 2.557], [-2.091, 3.051, 0.441], [-2.075, 3.166, 2.253], [-3.174, 2.028, 1.423], [3.402, -1.917, 4.035], [4.407, -1.837, 3.093], [5.046, -0.604, 3.130], [6.108, -0.592, 2.000], [5.505, -0.862, 0.731], [6.367, -1.365, -0.296], [5.579, -1.898, -1.444], [4.651, -2.875, -0.976], [4.258, -3.753, -2.028], [3.815, -1.540, 5.009], [3.139, -2.972, 4.202], [2.523, -1.280, 3.808], [5.594, -0.523, 4.097], [4.375, 0.269, 2.959], [6.862, -1.362, 2.296], [6.583, 0.375, 1.974], [4.730, -1.495, 0.878], [7.015, -2.152, 0.076], [7.066, -0.581, -0.607], [6.280, -2.321, -2.212], [4.987, -1.076, -1.877], [5.168, -4.100, -2.510], [3.608, -3.294, -2.792], [3.689, -4.526, -1.540], [3.853, 2.525, -0.228], [4.667, 2.833, 0.870], [6.056, 2.793, 0.679], [6.635, 3.248, 2.079], [6.419, 4.606, 2.441], [7.033, 5.592, 1.573], [6.811, 7.015, 2.138], [5.474, 7.360, 1.869], [5.137, 8.728, 2.002], [3.828, 1.469, -0.560], [4.140, 3.161, -1.073], [2.810, 2.783, 0.003], [6.271, 3.475, -0.140], [6.395, 1.787, 0.459], [7.712, 3.061, 1.973], [6.240, 2.596, 2.839], [5.467, 4.861, 2.602], [6.663, 5.749, 0.574], [8.112, 5.445, 1.507], [7.526, 7.706, 1.607], [7.067, 7.028, 3.175], [5.291, 9.006, 3.026], [4.085, 8.781, 1.736], [5.724, 9.330, 1.315], [1.377, -4.099, 2.138], [2.173, -5.101, 2.798], [3.523, -4.928, 2.496], [3.799, -5.747, 1.247], [3.672, -7.149, 1.435], [3.779, -8.047, 0.327], [3.794, -9.514, 0.758], [2.618, -9.938, 1.463], [2.748, -11.239, 1.987], [0.321, -4.376, 2.101], [1.759, -3.893, 1.123], [1.493, -3.161, 2.678], [3.804, -3.873, 2.240], [4.086, -5.297, 3.353], [3.233, -5.241, 0.460], [4.838, -5.537, 0.879], [2.867, -7.391, 1.993], [2.974, -7.905, -0.411], [4.762, -7.821, -0.110], [3.917, -10.177, -0.118], [4.635, -9.647, 1.432], [1.754, -11.610, 2.321], [3.421, -11.271, 2.851], [3.198, -11.840, 1.189]], "atomic_forces_ev_per_a": [[1.24, 0.30, -0.36], [-0.15, 0.56, -0.65], [-0.89, -0.10, 0.73], [0.46, -2.18, -2.73], [0.55, -0.42, 1.42], [-0.63, -0.73, 0.72], [-0.25, -0.21, 0.18], [0.19, 0.00, -0.23], [-0.16, 0.43, 0.44], [0.27, -0.14, 0.27], [-0.31, 0.03, -0.19], [0.18, 0.72, 0.78], [-0.74, -0.25, -0.49], [0.17, 0.37, 0.32], [-0.04, 0.71, -0.16], [0.30, 0.66, -0.40], [-0.20, 0.29, 0.44], [-0.57, -0.14, -0.91], [0.07, -0.04, 0.48], [-0.92, 0.85, 0.97], [-0.37, -0.93, 0.91], [0.66, -0.71, -0.91], [-0.54, 0.19, 0.41], [-0.32, -0.12, 0.33], [-0.04, 0.04, 0.15], [0.55, 0.63, 0.04], [0.47, -0.25, -0.23], [0.58, -1.04, -1.37], [0.56, 1.12, 0.34], [-0.61, 0.26, -0.46], [0.47, -0.20, 0.14], [-0.39, 0.24, 0.48], [0.41, -0.04, -0.28], [0.04, 0.20, -0.06], [-0.74, 0.66, -0.44], [0.34, 0.46, 0.30], [0.62, 0.73, 0.68], [0.28, -0.30, 0.26], [0.27, 0.04, -0.75], [0.39, -0.62, 0.84], [0.02, -0.64, -0.04], [-0.07, -0.11, 0.12], [0.14, 0.26, 0.05], [-0.29, -0.33, 0.18], [-0.39, -0.04, -0.07], [0.15, 0.05, -0.05], [-0.05, -0.27, -0.33], [0.00, 0.09, 0.50], [-0.26, -0.15, -0.24], [-0.79, 0.00, -0.20], [0.29, 0.19, -0.80], [0.97, 0.17, 0.24], [1.43, -0.87, -0.39], [0.87, -0.26, 0.75], [-0.08, 1.87, -0.85], [-0.02, -0.61, -0.35], [-1.64, 0.13, 1.07], [-0.11, 0.97, -1.40], [1.25, -0.62, 0.95], [-0.55, 1.02, 0.09], [-0.57, -0.03, -0.06], [-0.60, 0.22, -0.30], [-0.59, 0.10, -0.20], [-0.10, 0.39, 0.59], [-0.58, -0.51, -0.31], [-0.52, -0.18, 0.28], [-0.05, -0.66, 0.29], [0.06, 0.32, -0.27], [0.40, 0.20, 0.04], [0.36, -0.37, -0.11], [-0.56, -0.81, 0.38], [0.54, 0.14, -0.16], [-0.31, -0.24, -0.52], [-0.20, 0.50, -0.05], [0.39, -0.74, 0.21], [-0.31, 0.13, 0.12], [0.25, 0.55, -0.21], [0.21, -0.63, -0.31], [0.02, 0.25, 0.42], [2.26, 1.51, -0.33], [-0.02, -1.50, -0.20], [-1.24, -0.83, 0.21], [0.37, -0.16, 1.16], [-0.34, -0.32, 0.46], [0.23, -0.19, 0.39], [-0.23, -0.01, -0.30], [-0.21, -0.29, 0.00], [-0.37, -0.10, -0.24], [0.35, -0.02, 0.20], [0.13, 0.18, 0.41], [-0.30, -0.02, -0.22], [-0.45, 0.04, -0.29], [0.03, 0.40, 0.28], [-0.71, -0.42, -0.10], [-0.16, 0.32, -0.29], [0.57, 0.24, -0.14], [0.21, -0.01, -0.31], [0.12, 0.44, -0.42], [-0.24, 0.33, -0.26], [0.53, 0.78, 0.76], [0.49, -0.55, 0.06], [0.68, 0.22, -1.09], [0.10, 0.66, -0.14], [-0.03, -0.87, 0.17], [-0.54, -0.41, 0.06], [0.27, -0.36, -0.19], [-0.77, 0.42, 0.15], [0.89, -0.36, -1.14], [-0.23, -0.16, 0.26], [-0.52, -0.51, -0.37], [0.09, 0.14, -0.10], [-0.45, -0.09, 0.21], [-0.54, 0.09, -0.28], [0.15, 0.27, 0.06], [0.13, -0.16, 0.32], [-0.17, 0.21, 0.33], [-0.24, 0.03, -0.11], [0.17, -0.10, 0.06], [0.27, 0.51, 0.89], [-0.17, -0.22, -0.72], [-0.36, 0.33, 0.17], [0.37, -0.25, 1.07], [-0.03, 0.22, -0.37], [-0.43, -0.59, -0.81], [0.30, -0.21, 0.33], [1.00, 0.00, 1.35], [-0.44, -0.40, -0.96], [0.58, 0.88, -0.03], [-1.82, -0.09, -0.78], [-1.04, 0.41, -0.37], [0.32, -0.36, 0.02], [-0.07, 1.26, 0.43], [0.64, 0.38, 0.26], [-0.39, 0.31, 0.30], [0.14, 0.08, -0.43], [-0.25, 0.21, 0.44], [-0.74, -0.26, -0.35], [0.10, 0.01, -0.57], [0.01, 0.35, 0.49], [-0.29, -0.41, 0.14], [0.83, 0.20, -0.22], [0.84, -0.14, 0.56], [0.34, -0.10, 0.06], [0.54, -0.37, 0.53], [0.27, -0.42, -0.03], [0.23, -0.58, -0.14], [-0.63, 0.11, -0.43], [-0.10, -0.42, 0.54], [0.54, 1.14, 0.33], [-1.39, -0.50, -0.50], [1.70, -0.12, -0.76], [0.10, -1.05, -0.75], [-1.40, -0.15, -0.41], [-0.28, 0.03, 0.03], [-0.30, -0.81, -1.41], [-0.38, 0.34, 0.89], [-0.27, 0.11, -0.12], [0.23, -0.76, -0.26], [0.17, 0.30, -0.34], [0.42, 0.20, 0.57], [-0.20, 0.11, 0.05], [0.12, 0.46, 0.08], [-0.54, 0.02, 0.38], [-0.09, -0.01, 0.55], [0.17, 0.45, 0.42], [0.05, 0.33, 0.26], [0.28, -0.02, 0.27], [0.39, 0.16, -0.04], [-0.05, 0.02, 0.04], [0.19, -0.10, 0.02], [0.71, 0.25, 0.27], [0.02, -1.31, 1.33], [-1.33, 0.32, 0.21], [-0.98, 0.22, -0.43], [-0.57, 0.38, -0.65], [1.21, 0.84, 0.51], [0.08, -1.46, 1.21], [-0.43, 0.36, -0.36], [-0.45, 0.89, -0.24], [1.28, -1.01, -0.34], [0.79, 0.30, -0.49], [-0.13, 0.22, -0.16], [0.02, 0.53, -0.20], [0.57, -0.14, -0.43], [0.50, 0.27, 0.01], [0.34, 0.19, 0.57], [0.12, -0.49, 0.62], [-0.57, -0.77, -0.37], [-0.06, 0.12, -0.54], [0.03, -0.16, -0.37], [-0.22, 0.23, 0.29], [-0.29, 0.07, -0.57], [0.04, -0.10, 0.49], [-0.11, 0.37, 0.06], [0.11, -0.06, 0.04], [-0.40, 0.29, 2.03], [0.10, -0.21, -0.99], [1.51, 0.88, -0.71], [-0.16, -0.89, 1.10], [-1.05, 0.24, -0.03], [0.61, 0.12, 0.49], [-0.33, 0.26, -0.76], [0.32, -0.02, -0.49], [-0.06, 0.66, 0.34], [-0.46, -0.27, -0.43], [-0.14, 0.44, -0.25], [0.24, -0.44, -0.05], [-0.45, 0.34, -0.38], [-0.02, -0.54, 0.34], [-0.15, 0.33, -0.30], [0.40, 0.40, 0.22], [0.03, -0.17, -0.11], [0.27, -0.60, 0.28], [-0.19, 0.10, -0.32], [-0.65, 0.25, 0.50], [0.27, -0.11, -0.24], [-0.05, -0.52, -0.21], [0.23, 0.22, 0.24], [-0.01, -0.55, -0.05], [-0.38, 0.19, -0.71], [-1.07, -0.51, 0.53], [-0.53, 0.56, 1.52], [0.44, -0.59, -2.26], [0.73, 0.82, -0.26], [0.25, 1.63, 1.10], [0.86, -0.13, -1.48], [-0.12, -0.34, -0.13], [0.02, -1.07, -0.27], [0.45, 0.24, 0.38], [0.04, -0.09, -0.24], [0.32, 0.01, 0.19], [0.62, 0.14, -0.14], [0.13, -0.31, -0.27], [0.02, 0.13, 0.42], [-0.21, -0.34, 0.25], [-0.61, -0.23, -0.01], [-0.44, -0.82, -0.83], [0.03, -0.31, 0.08], [-0.63, -0.38, 0.31], [-0.08, 0.17, 1.05], [0.03, 0.65, 0.59], [-0.08, 0.24, 0.07], [0.17, 0.30, -0.04], [0.45, -0.05, 0.00], [-1.60, 0.84, 0.06], [0.97, -0.15, -0.92], [2.09, 1.05, -0.74], [-0.68, -0.78, 1.22], [-0.04, -0.13, -0.10], [-0.17, -0.30, 0.30], [-0.18, 1.05, -0.22], [0.00, 0.05, -0.13], [0.30, -0.18, 0.03], [-0.29, -0.32, 0.12], [-0.14, 0.24, 0.08], [-0.28, -0.75, 0.54], [0.21, 0.10, -0.02], [-0.80, -0.49, -0.37], [-0.39, -0.14, 0.49], [-0.21, 0.17, 0.13], [0.14, 0.03, -0.22], [-0.27, -0.33, -0.46], [0.10, 0.28, 0.12], [0.41, -0.10, 0.09], [0.64, 0.27, -0.50], [0.06, 0.11, 0.01], [-0.30, -0.58, 0.22]]}